# 1
The following is a DFT calculation (ωB97M-V with the def2-TZVPD basis set) of a cluster of 2 separate species, C46H42N2O in total.

- relative energy (zero: lowest compared OMol25 entry of this formula, charge and spin) (eV) = 0.000
- E_LUMO (Ha) = -0.044
- HOMO-LUMO gap (eV) = 4.0
- molar mass (g/mol) = 638.9

Geometry (Å):
C  6.746  0.082  1.726
C  5.278  0.281  1.983
C  4.315  -0.502  1.345
C  2.948  -0.216  1.496
C  1.974  -0.845  0.570
C  2.551  0.770  2.411
N  1.225  1.287  2.369
C  0.057  0.621  2.440
N  -0.948  1.518  2.250
C  -2.338  1.274  2.221
C  -2.922  0.479  3.280
C  -2.180  0.260  4.445
C  -4.290  0.063  3.120
C  -5.087  0.608  2.111
C  -6.531  0.224  2.014
C  -4.520  1.531  1.219
C  -3.158  1.887  1.275
C  -2.695  2.914  0.291
C  -0.373  2.800  2.120
C  0.944  2.645  2.147
C  3.514  1.525  3.106
C  3.207  2.638  4.057
C  4.868  1.294  2.857
H  7.312  0.620  2.499
H  7.000  -0.989  1.758
H  7.054  0.487  0.746
H  4.633  -1.310  0.677
H  1.239  -1.461  1.085
H  1.450  -0.152  -0.098
H  2.521  -1.513  -0.093
H  -2.387  -0.597  5.122
H  -0.031  -0.465  2.508
H  -1.663  1.143  4.839
H  -4.687  -0.638  3.864
H  -7.021  0.771  1.207
H  -6.610  -0.848  1.817
H  -7.036  0.434  2.962
H  -5.126  2.002  0.439
H  -3.262  2.768  -0.638
H  -2.966  3.914  0.668
H  -1.625  2.858  0.069
H  -1.003  3.663  2.036
H  1.743  3.327  1.961
H  3.995  2.625  4.829
H  3.272  3.630  3.570
H  2.251  2.523  4.576
H  5.628  1.920  3.347
C  4.923  -2.447  9.346
C  3.544  -2.352  9.126
C  3.009  -2.511  7.849
C  3.816  -2.807  6.730
C  3.147  -3.079  5.442
C  1.962  -2.456  5.105
C  1.127  -2.937  4.046
C  -0.241  -2.555  3.992
C  -1.283  -3.452  3.528
C  -1.196  -4.873  3.623
C  -2.283  -5.691  3.301
C  -3.518  -5.158  2.906
C  -3.617  -3.769  2.755
C  -2.505  -2.960  3.001
C  1.646  -3.920  3.151
C  2.819  -4.585  3.436
C  3.169  -5.832  2.737
C  2.126  -6.677  2.296
C  2.397  -7.953  1.800
C  3.718  -8.386  1.615
C  4.764  -7.517  1.951
C  4.493  -6.259  2.495
C  3.722  -4.097  4.524
O  4.863  -4.548  4.710
C  5.203  -2.885  6.969
C  5.750  -2.687  8.244
H  5.344  -2.309  10.344
H  2.867  -2.171  9.957
H  1.930  -2.468  7.700
H  1.580  -1.617  5.703
H  -0.541  -1.745  4.676
H  -0.267  -5.311  3.992
H  -2.184  -6.775  3.385
H  -4.377  -5.811  2.709
H  -4.573  -3.323  2.475
H  -2.525  -1.898  2.791
H  1.091  -4.161  2.237
H  1.092  -6.329  2.396
H  1.563  -8.614  1.571
H  3.925  -9.368  1.184
H  5.795  -7.837  1.815
H  5.307  -5.603  2.780
H  5.854  -3.150  6.144
H  6.828  -2.748  8.400


# 2
The following is a DFT calculation (ωB97M-V with the def2-TZVPD basis set) of the ion C6H12N with charge +1.

- relative energy (zero: lowest compared OMol25 entry of this formula, charge and spin) (eV) = 3.717
- E_LUMO (Ha) = -0.128
- HOMO-LUMO gap (eV) = 9.8
- structure (SMILES) = C[NH2+][C@H]1[C@@H]2C[C@@]21C
- molar mass (g/mol) = 98.2
- charge = +1

Geometry (Å):
C  1.712  -1.165  0.802
C  0.616  -1.086  -0.239
C  -0.424  -0.368  0.594
C  1.233  0.179  0.396
C  1.937  1.354  -0.173
C  -2.487  -0.330  -0.681
N  -1.506  0.454  0.036
H  1.446  -1.459  1.783
H  2.665  -1.486  0.345
H  0.618  -1.472  -1.234
H  -0.722  -0.752  1.534
H  1.983  1.416  -1.258
H  2.952  1.603  0.241
H  1.257  2.281  0.116
H  -3.299  0.331  -0.897
H  -1.867  -0.823  -1.394
H  -3.018  -0.882  0.046
H  -1.880  1.065  0.733
H  -1.216  1.139  -0.750


# 3
The following is a DFT calculation (ωB97M-V with the def2-TZVPD basis set) of the molecule C5H10N2S2.

- relative energy (zero: lowest compared OMol25 entry of this formula, charge and spin) (eV) = 4.848
- E_LUMO (alpha / beta) (Ha) = -0.008 / 0.002
- HOMO-LUMO gap (alpha / beta) (eV) = 7.1 / 7.3
- molar mass (g/mol) = 162.3

Geometry (Å):
C  0.026  1.668  -1.114
C  -0.338  -1.070  -0.574
C  -0.105  2.788  -2.009
C  0.992  0.665  2.111
C  -0.870  -3.552  0.460
N  0.611  1.638  0.010
N  1.090  0.693  0.685
S  -0.995  0.241  -1.499
S  -1.159  -1.724  0.709
H  0.748  -1.174  -0.841
H  0.852  3.410  -2.093
H  -0.871  3.669  -1.542
H  -0.476  2.502  -3.052
H  0.324  -0.129  2.401
H  1.930  0.548  2.493
H  0.801  1.715  2.628
H  -1.819  -4.071  0.680
H  -0.042  -4.027  1.081
H  -0.699  -3.791  -0.533


# 4
The following is a DFT calculation (ωB97M-V with the def2-TZVPD basis set) of a cluster of 15 separate species, C47H126Cl2F18N9O15P2S2 in total.

- relative energy (zero: lowest compared OMol25 entry of this formula, charge and spin) (eV) = 1.997
- E_LUMO (Ha) = -0.161
- HOMO-LUMO gap (eV) = 9.3
- molar mass (g/mol) = 1596.5
- charge = +3

Geometry (Å):
C  -20.367  5.862  -1.810
N  -21.715  5.512  -2.324
C  -21.940  6.131  -3.592
C  -21.688  4.014  -2.534
C  -22.839  6.068  -1.458
C  -22.978  5.428  -0.110
O  -22.164  6.067  0.805
H  -19.711  5.433  -2.561
H  -20.260  5.475  -0.803
H  -20.211  6.960  -1.863
H  -22.850  5.782  -4.081
H  -21.097  5.909  -4.279
H  -21.937  7.185  -3.594
H  -21.466  3.542  -1.611
H  -20.826  3.810  -3.118
H  -22.525  3.610  -3.091
H  -23.749  5.927  -2.037
H  -22.625  7.172  -1.411
H  -22.917  4.335  -0.114
H  -23.979  5.594  0.119
H  -22.497  5.881  1.663
C  -24.569  1.165  -8.342
N  -25.818  1.221  -9.036
C  -26.033  -0.154  -9.499
C  -26.995  1.576  -8.171
C  -25.794  2.313  -10.197
C  -25.565  3.657  -9.678
O  -26.771  4.422  -9.628
H  -24.405  2.012  -7.677
H  -23.816  1.186  -9.111
H  -24.509  0.239  -7.796
H  -27.080  -0.209  -10.021
H  -26.077  -0.649  -8.573
H  -25.157  -0.626  -10.015
H  -27.899  1.557  -8.788
H  -26.802  2.650  -7.753
H  -26.946  0.790  -7.325
H  -26.866  2.234  -10.722
H  -25.133  1.951  -10.965
H  -24.881  4.150  -10.440
H  -24.981  3.647  -8.755
H  -26.775  5.092  -10.314
C  -23.461  8.446  -11.356
N  -24.005  9.358  -10.269
C  -22.965  10.124  -9.542
C  -24.882  10.287  -11.007
C  -24.915  8.616  -9.399
C  -24.384  7.312  -8.821
O  -25.437  6.823  -7.963
H  -22.958  9.080  -12.063
H  -24.278  7.952  -11.826
H  -22.730  7.736  -10.974
H  -22.496  10.725  -10.350
H  -22.151  9.500  -9.216
H  -23.496  10.618  -8.734
H  -25.642  9.797  -11.606
H  -24.341  10.919  -11.654
H  -25.370  10.971  -10.273
H  -25.807  8.394  -10.024
H  -25.173  9.380  -8.644
H  -23.490  7.405  -8.188
H  -24.181  6.622  -9.617
H  -26.056  6.238  -8.485
C  -31.057  -2.188  -7.093
N  -31.426  -0.780  -7.207
C  -31.209  -0.101  -5.839
C  -30.477  -0.070  -8.128
C  -32.717  -0.560  -7.836
C  -33.885  -0.726  -6.916
O  -33.771  -2.025  -6.264
H  -30.057  -2.248  -6.778
H  -31.074  -2.711  -8.047
H  -31.685  -2.704  -6.400
H  -31.368  0.951  -6.062
H  -30.218  -0.302  -5.456
H  -32.095  -0.476  -5.234
H  -30.412  -0.643  -9.120
H  -29.554  0.016  -7.619
H  -30.952  0.923  -8.286
H  -32.825  -1.339  -8.601
H  -32.732  0.501  -8.269
H  -34.798  -0.451  -7.541
H  -33.862  0.184  -6.172
H  -34.691  -2.259  -6.027
C  -25.683  3.362  -15.900
N  -26.570  3.670  -14.763
C  -25.663  3.601  -13.523
C  -27.072  5.068  -15.002
C  -27.693  2.619  -14.922
C  -28.910  2.929  -14.027
O  -28.616  3.066  -12.684
H  -25.459  2.308  -15.843
H  -24.799  3.905  -15.909
H  -26.201  3.385  -16.849
H  -24.984  4.408  -13.656
H  -25.294  2.518  -13.413
H  -26.198  3.792  -12.591
H  -27.903  5.278  -14.369
H  -27.338  5.084  -16.062
H  -26.248  5.764  -14.888
H  -27.217  1.694  -14.492
H  -28.102  2.392  -15.920
H  -29.478  2.034  -14.197
H  -29.496  3.630  -14.505
H  -28.987  2.360  -12.219
C  -27.624  -4.397  -14.167
N  -28.423  -3.101  -13.847
C  -29.823  -3.429  -13.560
C  -27.843  -2.477  -12.635
C  -28.252  -2.177  -15.015
C  -28.634  -0.729  -14.933
O  -30.045  -0.479  -14.684
H  -27.914  -4.847  -15.136
H  -27.936  -5.043  -13.339
H  -26.637  -4.014  -14.241
H  -30.340  -3.889  -14.459
H  -30.288  -2.534  -13.396
H  -30.020  -4.105  -12.703
H  -28.338  -1.564  -12.426
H  -26.819  -2.366  -12.890
H  -28.088  -3.157  -11.790
H  -28.845  -2.688  -15.797
H  -27.206  -2.113  -15.233
H  -28.254  -0.356  -15.914
H  -27.994  -0.230  -14.202
H  -30.169  -0.112  -13.772
C  -29.567  5.579  -10.386
N  -30.578  6.530  -11.026
C  -31.389  7.307  -10.025
C  -29.833  7.554  -11.801
C  -31.529  5.663  -11.904
C  -32.534  6.392  -12.800
O  -31.882  6.938  -13.988
H  -29.267  4.870  -11.169
H  -29.969  5.129  -9.432
H  -28.666  6.157  -10.127
H  -30.702  7.936  -9.460
H  -32.002  6.649  -9.410
H  -31.941  8.107  -10.480
H  -29.414  8.282  -11.111
H  -30.568  8.064  -12.442
H  -28.977  7.146  -12.272
H  -32.003  5.001  -11.173
H  -30.792  5.108  -12.465
H  -33.138  7.014  -12.215
H  -33.281  5.650  -13.041
H  -32.544  7.218  -14.642
C  -27.654  4.622  -3.117
N  -27.367  5.672  -4.185
C  -27.127  5.036  -5.547
C  -28.497  6.599  -4.407
C  -26.112  6.502  -3.891
C  -25.764  7.648  -4.858
O  -24.431  7.672  -5.250
H  -28.621  4.165  -3.355
H  -27.700  5.147  -2.138
H  -26.805  3.914  -3.227
H  -27.905  4.381  -5.807
H  -26.199  4.385  -5.507
H  -27.111  5.809  -6.286
H  -29.329  6.090  -4.932
H  -28.112  7.471  -4.865
H  -28.758  6.859  -3.333
H  -25.270  5.748  -3.913
H  -26.276  6.738  -2.837
H  -25.937  8.606  -4.363
H  -26.370  7.641  -5.750
H  -24.306  6.965  -5.868
C  -18.524  -0.225  -8.211
N  -18.928  1.059  -8.839
C  -18.173  1.216  -10.193
C  -20.430  1.005  -9.080
C  -18.675  2.323  -8.036
C  -18.783  2.152  -6.502
O  -19.947  1.510  -6.091
H  -17.448  -0.236  -8.398
H  -18.978  -1.082  -8.746
H  -18.678  -0.279  -7.147
H  -17.122  1.501  -10.076
H  -18.651  1.999  -10.817
H  -18.153  0.315  -10.755
H  -20.961  1.072  -8.148
H  -20.710  0.155  -9.657
H  -20.599  1.893  -9.667
H  -19.356  3.142  -8.363
H  -17.660  2.687  -8.220
H  -18.606  3.179  -6.039
H  -17.894  1.618  -6.127
H  -20.511  2.127  -5.581
Cl  -26.599  6.633  -11.926
Cl  -29.925  0.200  -11.498
P  -31.377  3.865  -7.274
F  -30.912  3.371  -5.853
F  -32.230  2.485  -7.519
F  -32.551  4.609  -6.635
F  -31.777  4.292  -8.769
F  -30.407  5.241  -7.136
F  -30.055  3.255  -7.981
P  -22.085  4.915  -6.969
F  -21.663  4.377  -5.535
F  -21.795  6.429  -6.555
F  -20.587  4.820  -7.573
F  -22.699  5.488  -8.414
F  -22.386  3.397  -7.466
F  -23.644  5.043  -6.322
C  -25.067  1.203  -2.820
F  -25.252  -0.087  -2.992
F  -26.226  1.692  -2.316
F  -24.092  1.478  -1.977
S  -24.635  2.157  -4.353
O  -23.568  1.376  -4.927
O  -25.788  2.155  -5.215
O  -24.364  3.452  -3.757
C  -23.093  -0.736  -12.911
F  -22.607  -1.623  -13.732
F  -23.254  -1.318  -11.776
F  -22.255  0.338  -12.781
S  -24.740  -0.062  -13.502
O  -24.255  0.981  -14.369
O  -25.349  -1.218  -14.150
O  -25.478  0.415  -12.347


Q: The lowest molar mass belongs to which entry?
A: C6H12N


Q: Which value of molar mass does entry 2 give?
A: 98.2 g/mol


Q: Which of these has the highest relative energy (zero: lowest compared OMol25 entry of this formula, charge and spin)?
A: C5H10N2S2